[1]
A structure of composition C40H38N6O5PS2Ta. Source: OMol25; level of theory: ωB97M-V with the def2-TZVPD basis set.

Geometry as XYZ:
```
93
Properties=species:S:1:pos:R:3:forces:R:3:lowdin_charge:R:1
Ta 1.74872 0.92407 0.11519 -1.47 -1.02 -0.41 1.839
C -0.50284 3.57487 2.62275 -0.12 0.02 -0.03 0.023
C -0.03474 3.18416 1.27315 0.16 0.01 0.01 -0.388
O 0.69931 2.08436 1.21623 -0.08 -0.08 0.06 -0.274
C -0.27653 3.86048 0.12492 -0.02 -0.01 0.07 -0.007
C 0.28642 3.49338 -1.11307 -0.15 -0.03 0.05 -0.249
C 0.03758 4.40508 -2.26897 0.02 -0.05 -0.02 -0.001
N 1.05969 2.41404 -1.26779 0.19 0.28 -0.09 -0.061
N 1.66395 2.41747 -2.53950 0.00 -0.17 -0.03 0.120
C 2.64416 1.60186 -2.55440 0.15 -0.09 0.24 -0.359
O 2.84493 0.85877 -1.44295 0.96 0.64 0.22 -0.300
C 3.58899 1.42437 -3.65152 -0.15 0.03 -0.15 -0.155
C 4.71707 0.62357 -3.47967 0.00 0.00 -0.01 -0.019
C 5.62208 0.48616 -4.51916 0.00 0.01 -0.03 -0.050
C 5.40319 1.14442 -5.72140 0.01 -0.01 0.01 -0.048
C 4.27934 1.94519 -5.89106 0.00 0.01 0.00 -0.051
C 3.37034 2.08891 -4.86015 0.01 -0.05 -0.02 -0.009
H 0.30240 3.46061 3.34700 0.02 0.01 -0.01 0.103
H -1.31718 2.90910 2.92185 0.00 -0.01 0.00 0.090
H -0.85708 4.60265 2.62513 -0.03 -0.01 0.00 0.103
H -0.88221 4.75200 0.15915 0.01 0.01 0.02 0.133
H -0.73533 5.12490 -2.01799 0.00 0.01 0.00 0.090
H -0.24064 3.83823 -3.15476 -0.01 0.00 0.00 0.096
H 0.95825 4.93614 -2.51771 0.00 -0.01 -0.01 0.109
H 4.90092 0.13801 -2.53102 -0.01 0.00 0.02 0.100
H 6.50426 -0.12526 -4.38898 0.00 0.00 0.00 0.115
H 6.11334 1.03820 -6.53026 0.01 0.00 0.00 0.116
H 4.11878 2.46104 -6.82759 -0.01 -0.01 -0.01 0.115
H 2.49191 2.70765 -4.98217 0.00 0.01 0.02 0.117
O 5.16588 0.62519 -0.04004 0.10 0.03 -0.04 -0.333
S 4.47982 0.37850 1.17862 -0.57 0.13 0.32 1.028
O 3.22580 -0.92518 0.80665 0.30 0.45 0.00 -0.377
O 3.21784 1.36945 1.35197 0.70 0.15 -0.53 -0.543
C 3.02965 -1.56005 2.05090 -0.13 -0.22 -0.16 -0.382
C 4.11393 -2.18765 2.64874 -0.09 -0.13 0.05 -0.023
C 3.93155 -2.81620 3.86878 0.01 0.03 -0.02 -0.027
C 2.68099 -2.81944 4.47801 0.03 -0.02 -0.01 -0.036
C 1.61212 -2.19533 3.86600 -0.02 -0.03 -0.04 -0.050
C 1.77733 -1.54259 2.64154 0.19 0.08 0.00 -0.301
P 0.36250 -0.87903 1.70955 0.33 -0.20 0.22 1.090
C -0.65935 -0.16417 3.02880 0.04 0.01 0.04 -0.370
C -2.04666 -0.25880 3.11365 0.01 0.02 -0.05 -0.136
C -2.71630 0.28730 4.19850 0.00 0.02 -0.01 -0.053
C -2.01533 0.94451 5.19863 -0.01 0.00 0.01 -0.052
C -0.63734 1.07713 5.10251 0.01 0.00 -0.02 -0.066
C 0.03549 0.53283 4.02179 0.00 -0.03 0.04 -0.121
C -0.24742 -2.48272 1.09093 -0.22 0.09 0.00 -0.338
C -1.42324 -3.08624 1.52438 -0.06 0.03 -0.04 -0.064
C -1.76377 -4.35402 1.06682 0.02 0.00 0.00 -0.052
C -0.93222 -5.02996 0.18930 -0.01 -0.01 0.00 -0.048
C 0.26484 -4.44863 -0.21179 0.01 0.00 -0.01 -0.051
C 0.60603 -3.18651 0.23738 0.04 -0.03 0.05 -0.110
H 5.08117 -2.20177 2.16344 -0.01 -0.01 -0.04 0.124
H 4.76850 -3.30949 4.34347 0.00 -0.01 0.00 0.124
H 2.54082 -3.32374 5.42375 0.00 0.01 0.02 0.121
H 0.63715 -2.21568 4.33602 -0.01 0.01 -0.01 0.124
H -2.61541 -0.72564 2.32532 0.00 0.02 0.01 0.063
H -3.79261 0.19840 4.25987 -0.01 -0.01 0.00 0.115
H -2.54144 1.35328 6.05079 0.00 0.01 0.00 0.118
H -0.08368 1.60075 5.87019 0.00 0.00 0.01 0.120
H 1.11145 0.64641 3.96406 0.01 -0.04 0.01 0.115
H -2.06958 -2.60227 2.23969 0.01 -0.01 -0.02 0.088
H -2.67429 -4.81922 1.41964 -0.01 0.00 -0.01 0.116
H -1.20019 -6.01721 -0.16195 0.00 -0.01 0.00 0.118
H 0.93990 -4.98710 -0.86421 0.00 0.00 0.00 0.119
H 1.55907 -2.76512 -0.05773 0.00 0.02 -0.01 0.097
S -2.38828 1.12448 0.16865 -0.19 0.27 0.02 0.722
C -4.06897 0.98405 -0.06544 -0.05 -0.08 0.05 -0.787
N -4.87965 2.00784 0.20795 0.06 0.03 -0.05 0.019
C -6.32572 1.99565 -0.00558 -0.02 0.00 -0.01 -0.151
C -6.83382 0.57696 0.17537 0.02 0.00 0.00 -0.155
C -6.05300 -0.34169 -0.74717 -0.01 0.01 0.00 -0.153
N -4.62238 -0.15429 -0.50231 0.04 0.03 0.02 0.022
H -4.42424 2.85125 0.51313 -0.01 0.00 0.00 0.126
H -6.55385 2.36043 -1.01052 -0.03 0.01 0.02 0.130
H -6.77988 2.67693 0.71116 0.00 -0.01 0.01 0.129
H -7.89752 0.52268 -0.04748 0.00 0.01 -0.03 0.127
H -6.68851 0.26593 1.21180 -0.03 0.00 0.00 0.125
H -6.28050 -0.12042 -1.79309 -0.02 -0.02 0.01 0.129
H -6.29414 -1.38728 -0.56395 0.00 0.01 0.01 0.128
H -3.98212 -0.90443 -0.69410 -0.01 0.00 0.00 0.117
N -1.04096 -4.08354 -5.20587 -0.02 -0.03 0.00 0.212
C -0.63805 -3.35601 -4.41551 0.01 -0.02 -0.03 -0.143
C -0.13754 -2.44296 -3.42730 0.02 0.05 0.03 -0.186
C 1.21754 -2.13767 -3.35551 -0.03 0.02 0.07 0.041
C 1.64766 -1.25160 -2.39142 0.00 -0.22 0.06 -0.091
N 0.82030 -0.65454 -1.50771 0.14 -0.09 0.15 -0.028
C -0.47711 -0.98092 -1.57664 -0.01 0.18 0.03 -0.161
C -0.99530 -1.85108 -2.51432 0.00 0.01 -0.02 0.026
H 1.93167 -2.57877 -4.03549 0.00 -0.01 0.00 0.139
H 2.70020 -1.03693 -2.31576 -0.01 0.02 0.02 0.112
H -1.13468 -0.49891 -0.86625 -0.05 -0.04 -0.02 -0.031
H -2.05322 -2.06960 -2.52579 -0.01 0.03 0.00 0.131
```
Forces are in eV/Å.

## Properties
energy above the lowest of the compared OMol25 structures with the same formula, charge and spin: 3.0 kcal per mole
M: 958.8 g mol⁻¹
F_max: 1.833 eV Å⁻¹
HOMO: -0.483 Ha
Kohn-Sham gap: 6.93 eV
calculated total energy: -3446.19978 Ha
total charge: +2

=====

[2]
A structure of composition C40H39Cl2FI2N5O4SSc. Source: OMol25; level of theory: ωB97M-V with the def2-TZVPD basis set.

Geometry as XYZ:
```
95
Properties=species:S:1:pos:R:3:forces:R:3:lowdin_charge:R:1
Sc 1.60357 -0.01133 -2.44801 -0.14 -0.37 -0.66 0.816
F 3.56005 -1.67954 3.74984 -0.04 0.02 -0.01 0.074
C 2.50960 -0.89607 3.42500 -0.11 0.08 0.09 -0.181
C 2.36344 -0.46895 2.13819 -0.06 0.04 0.06 0.122
C 1.30994 0.39390 1.82779 0.04 0.02 -0.35 -0.024
C 1.14103 0.80171 0.42133 0.33 -0.26 0.02 -0.246
O 1.96313 0.35961 -0.39836 -0.06 0.23 0.43 -0.039
C 0.03665 1.65759 0.12756 0.06 -0.08 0.26 0.003
C -0.75392 2.04991 1.16039 -0.11 0.12 -0.19 0.062
N -0.59890 1.68937 2.45679 0.05 -0.11 0.19 0.010
C -1.54931 2.13004 3.44783 0.02 0.03 -0.07 -0.268
C -1.07815 3.06891 4.52145 -0.07 -0.02 -0.03 -0.098
C -1.98176 3.56000 3.42772 0.00 -0.03 0.04 -0.076
C 0.42262 0.81939 2.81345 -0.05 0.02 0.08 -0.112
C 0.56117 0.32290 4.11799 -0.11 0.08 -0.11 0.060
C 1.59506 -0.53560 4.42854 0.29 -0.22 -0.12 -0.150
N 1.69405 -1.04129 5.75662 -0.09 0.07 0.02 -0.116
C 1.99133 -0.10589 6.82441 0.06 0.13 -0.01 -0.123
C 1.13599 -0.49972 8.03649 -0.12 -0.25 0.12 -0.071
N 0.76275 -1.95284 7.86208 -0.04 0.04 -0.07 0.044
C 1.96270 -2.75379 7.43631 -0.18 0.04 0.22 -0.070
C 2.31995 -2.33108 6.00189 0.00 -0.08 -0.03 -0.132
C -0.30239 2.16502 -1.26025 0.09 -0.11 0.01 -0.599
O -1.03310 3.14403 -1.33938 -0.09 0.08 -0.03 0.045
O 0.18657 1.50082 -2.23304 -0.23 0.27 0.19 -0.122
H 3.05201 -0.77514 1.36039 0.01 0.01 -0.04 0.157
H -1.58128 2.71437 0.94638 0.00 -0.01 0.00 0.148
H -2.29201 1.38528 3.71286 0.01 0.00 -0.01 0.154
H -0.04382 3.37807 4.47299 0.03 0.01 0.02 0.113
H -1.48628 2.94207 5.51450 0.01 0.02 0.03 0.099
H -1.54204 4.20440 2.68078 -0.01 0.02 -0.02 0.115
H -3.01784 3.76006 3.65582 0.00 0.03 0.00 0.110
H -0.15714 0.58575 4.88210 0.00 0.00 0.01 0.114
H 1.74052 0.90749 6.51995 0.02 -0.03 -0.02 0.134
H 3.05767 -0.11969 7.08278 0.00 0.02 0.02 0.139
H 0.19796 0.04978 8.09410 0.05 0.06 -0.01 0.133
H 1.66603 -0.41974 8.98379 0.00 0.06 -0.01 0.134
H 0.08044 -1.99355 7.09902 0.06 -0.01 0.02 0.182
H 0.33033 -2.32898 8.70500 0.07 0.03 -0.01 0.183
H 1.71327 -3.80915 7.51983 0.06 0.01 -0.04 0.137
H 2.74313 -2.51473 8.15755 0.03 -0.05 -0.06 0.136
H 1.93118 -3.05322 5.28425 0.04 0.03 -0.01 0.144
H 3.40871 -2.31782 5.91464 -0.01 0.00 -0.02 0.130
C -6.02136 1.50208 -3.21645 -0.03 0.00 -0.02 -0.074
C -4.53012 1.65002 -2.90968 0.03 -0.08 -0.03 -0.551
C -3.83435 2.18085 -4.16913 -0.02 0.03 -0.03 -0.041
C -4.36312 2.66824 -1.77483 -0.03 0.01 0.03 -0.040
C -3.89648 0.32271 -2.48026 -0.04 0.01 0.02 -0.153
C -4.67937 -0.77484 -2.09262 0.05 0.04 0.02 -0.034
C -4.10965 -1.97100 -1.69832 0.00 0.03 -0.02 -0.085
C -2.72642 -2.07024 -1.67986 -0.17 0.00 -0.02 -0.475
S -1.74280 -3.44390 -1.31503 -0.06 -0.08 0.05 1.114
C -0.32409 -2.49567 -1.64980 0.38 0.02 0.00 -0.530
N -0.54324 -1.25821 -1.99251 -0.15 -0.03 0.01 0.042
C -1.92030 -0.98845 -2.04061 0.31 0.09 -0.06 -0.260
C -2.51259 0.20408 -2.45044 -0.12 -0.02 -0.04 0.051
C 1.02526 -3.06516 -1.54728 -0.41 0.05 0.02 -0.287
C 1.17973 -4.39917 -1.15798 0.16 -0.05 0.03 -0.087
C 2.45210 -4.92224 -1.03238 -0.08 0.05 -0.01 -0.103
C 3.54291 -4.09762 -1.29276 0.05 0.01 0.01 -0.086
C 3.36146 -2.77940 -1.69058 -0.13 -0.04 0.05 -0.139
C 2.08682 -2.20436 -1.85196 0.33 0.08 0.06 -0.144
H -6.41082 2.45995 -3.56504 0.00 0.00 -0.01 0.083
H -6.59892 1.21879 -2.33494 0.01 0.01 0.03 0.075
H -6.20365 0.76096 -3.99709 0.02 -0.01 -0.01 0.090
H -4.32646 3.09602 -4.50325 -0.02 0.03 0.00 0.085
H -3.88329 1.45194 -4.97968 -0.01 -0.02 -0.01 0.094
H -2.78825 2.42215 -3.99023 0.03 0.01 0.03 0.080
H -4.84102 3.61303 -2.04331 -0.02 0.03 -0.03 0.086
H -3.31110 2.86767 -1.57554 0.03 -0.02 0.02 0.058
H -4.83849 2.29943 -0.86230 0.01 -0.01 0.04 0.085
H -5.75660 -0.70534 -2.11418 -0.03 0.00 -0.01 0.097
H -4.73580 -2.81229 -1.43360 0.01 -0.04 0.02 0.104
H -1.88390 1.01807 -2.77122 0.02 -0.01 0.00 0.097
H 0.32211 -5.03370 -0.95953 -0.03 0.02 0.00 0.074
H 2.59084 -5.95512 -0.73998 0.03 -0.02 0.00 0.093
H 4.54947 -4.48702 -1.19221 0.01 -0.01 0.00 0.102
H 4.25045 -2.18997 -1.87569 0.03 0.00 0.00 -0.013
O 2.64260 2.62106 -2.23805 0.03 0.16 0.05 -0.107
H 1.88726 3.09090 -2.61159 -0.06 -0.12 -0.04 0.048
H 3.31756 2.67194 -2.92860 0.07 -0.13 0.06 -0.025
Cl 3.72924 2.55511 -5.94546 0.00 -0.14 0.04 0.641
C 2.74370 1.22817 -6.50776 0.09 0.30 -0.22 -0.600
C 2.46540 1.17923 -7.86317 -0.01 -0.04 0.05 -0.130
C 1.57861 0.23721 -8.35869 -0.02 0.00 0.08 -0.106
C 0.95459 -0.63119 -7.47262 0.07 0.09 -0.02 -0.126
C 1.26751 -0.56741 -6.13100 -0.14 -0.19 -0.07 -0.572
Cl 0.42573 -1.63401 -5.03530 0.04 0.06 0.02 0.743
C 2.20453 0.32784 -5.57449 0.08 -0.06 0.46 -0.497
N 2.45930 0.32263 -4.23367 0.27 0.08 -0.20 -0.530
H 2.93144 1.90437 -8.51508 0.00 0.01 -0.03 0.096
H 1.35095 0.20112 -9.41392 0.01 -0.01 -0.04 0.096
H 0.22787 -1.35451 -7.81365 -0.01 -0.02 -0.01 0.098
I 4.50725 0.14993 -3.46121 -0.27 0.01 -0.07 0.719
I 7.10462 -0.36707 -1.80479 -0.10 0.01 -0.05 -0.430
```
Forces are in eV/Å.

## Properties
energy above the lowest of the compared OMol25 structures with the same formula, charge and spin: 19.3 kcal per mole
M: 1074.5 g mol⁻¹
F_max: 0.765 eV Å⁻¹
HOMO: -0.212 Ha
Kohn-Sham gap: 3.69 eV
calculated total energy: -4897.04296 Ha
total charge: 0